[1]
This record from the Open Molecules 2025 dataset describes an isolated molecule of C4H8F2 at a distorted geometry. The level of theory is ωB97M-V/def2-TZVPD.

Computed properties:
relative energy (zero: lowest compared OMol25 entry of this formula, charge and spin) = 0.373 eV
calculated total energy = -9712.8275 eV
strongest force on any atom = 1.96 eV Å⁻¹
spin multiplicity = 1

XYZ file:
```
14
Properties=species:S:1:pos:R:3:forces:R:3
C -0.05807 0.82358 -1.46404 0.0 -0.9 -0.1
C 0.17450 1.01804 0.01364 0.0 -0.7 0.5
C -0.40118 -0.09322 0.90230 0.6 -0.4 0.1
C 0.15824 -1.51074 0.64278 -0.2 1.9 0.3
F -0.35478 -2.39559 1.51931 -0.8 -0.5 0.0
F 1.48343 -1.46683 0.98837 0.3 -0.1 -0.9
H -1.12078 0.86294 -1.71509 0.1 0.1 0.0
H 0.33687 -0.14028 -1.85671 -0.1 0.7 0.2
H 0.46280 1.63587 -1.92518 0.2 0.4 -0.9
H -0.27849 1.96293 0.29539 -0.1 0.1 0.2
H 1.23931 1.13032 0.23081 0.0 -0.1 -0.1
H -1.47798 -0.10687 0.83001 -0.4 -0.2 -0.1
H -0.12747 0.10054 1.93687 -0.2 0.1 0.2
H -0.03641 -1.82068 -0.39846 0.6 -0.4 0.5
```
Forces are in eV/Å.

***

[2]
This record from the Open Molecules 2025 dataset describes an isolated molecule of C4H8F2 at a distorted geometry. The level of theory is ωB97M-V/def2-TZVPD.

Computed properties:
relative energy (zero: lowest compared OMol25 entry of this formula, charge and spin) = 1.127 eV
calculated total energy = -9712.0731 eV
strongest force on any atom = 3.47 eV Å⁻¹
spin multiplicity = 1

XYZ file:
```
14
Properties=species:S:1:pos:R:3:forces:R:3
C 1.27811 -1.11061 0.71415 1.2 1.9 -2.7
C 0.68746 -0.38699 -0.61022 -1.7 -0.4 1.8
F 1.72381 0.06969 -1.38991 0.1 -0.8 -0.1
C -0.18915 0.90405 -0.34357 -0.6 0.1 1.4
C -1.64137 0.57458 0.21043 1.0 -0.8 -1.7
F -0.31637 1.52083 -1.58494 -0.4 -0.2 0.0
H 0.52526 -1.41095 1.37403 -1.4 -0.9 0.7
H 1.79539 -0.30944 1.26325 0.3 -0.4 -0.2
H 1.98739 -1.93511 0.41389 -0.9 0.9 0.4
H -0.06295 -1.11175 -1.13364 1.8 1.1 0.2
H 0.26895 1.72002 0.31366 -0.1 -1.5 -0.6
H -2.14031 -0.05912 -0.56402 0.5 -0.2 0.8
H -2.27283 1.44336 0.12871 0.1 0.7 0.7
H -1.64340 0.09143 1.20818 0.0 0.4 -0.7
```
Forces are in eV/Å.

***

[3]
This record from the Open Molecules 2025 dataset describes an isolated molecule of C4H8F3N at a distorted geometry. The level of theory is ωB97M-V/def2-TZVPD.

Computed properties:
relative energy (zero: lowest compared OMol25 entry of this formula, charge and spin) = 3.411 eV
calculated total energy = -13917.3271 eV
strongest force on any atom = 5.48 eV Å⁻¹
spin multiplicity = 1

XYZ file:
```
16
Properties=species:S:1:pos:R:3:forces:R:3
C 1.45135 1.26007 -0.70264 -0.4 0.3 0.0
C 0.16662 0.56388 0.00570 1.8 1.4 1.1
N -0.00240 1.42066 1.28986 -2.1 1.7 1.1
C -1.07296 0.25979 -0.89451 1.5 2.0 -3.9
F -2.30987 0.05033 -0.36827 0.2 0.4 0.9
C 0.70999 -0.76681 0.51317 0.0 0.1 0.9
F -0.46737 -1.61526 0.68032 2.8 1.0 0.6
F 1.48280 -1.35564 -0.47065 -0.8 -0.2 1.0
H 2.09147 1.62532 0.14146 -0.5 -0.3 -0.9
H 2.09736 0.83012 -1.49914 -0.6 -1.1 1.1
H 1.14201 2.09052 -1.31238 -0.7 1.0 0.4
H 0.38690 2.56764 1.51051 -1.9 -4.8 -1.9
H -1.01743 1.24491 1.71327 3.0 0.9 -1.2
H -1.10720 1.26341 -1.63203 -0.3 -2.7 1.7
H -0.85775 -0.69564 -1.52745 0.0 1.9 1.0
H 1.40139 -0.48728 1.47378 -2.0 -1.7 -1.9
```
Forces are in eV/Å.

***

[4]
This record from the Open Molecules 2025 dataset describes an isolated molecule of C4H8FN at a distorted geometry. The level of theory is ωB97M-V/def2-TZVPD.

Computed properties:
relative energy (zero: lowest compared OMol25 entry of this formula, charge and spin) = 1.067 eV
calculated total energy = -8483.9708 eV
strongest force on any atom = 3.55 eV Å⁻¹
spin multiplicity = 1

XYZ file:
```
14
Properties=species:S:1:pos:R:3:forces:R:3
C -2.37731 -0.63050 -0.32373 1.2 0.1 1.0
C -1.40856 0.16867 0.05450 1.1 1.2 0.2
F -1.58255 1.53853 0.06272 -0.2 -0.7 -0.1
C -0.00912 -0.12879 0.55306 -0.6 -0.6 0.4
C 1.04102 0.43544 -0.45182 0.8 2.3 2.4
N 2.45616 0.20036 -0.11380 -0.7 0.5 -0.2
H -3.34439 -0.21587 -0.46513 -0.7 -0.3 -0.5
H -2.05052 -1.64280 -0.14874 -0.9 -0.5 -0.5
H 0.15196 -1.24996 0.67230 -0.3 1.3 -0.4
H -0.03815 0.24256 1.61381 0.7 0.2 -1.0
H 0.96164 -0.12261 -1.28901 -0.9 -1.8 -2.9
H 0.87762 1.49730 -0.81818 0.0 -1.1 1.0
H 2.81273 0.71097 0.68994 -0.3 -0.5 0.0
H 2.50947 -0.80328 -0.03594 0.8 0.0 0.5
```
Forces are in eV/Å.

***

[5]
This record from the Open Molecules 2025 dataset describes a cluster of 2 separate species, C4H8FNO in total at a distorted geometry. The level of theory is ωB97M-V/def2-TZVPD.

Computed properties:
relative energy (zero: lowest compared OMol25 entry of this formula, charge and spin) = 5.729 eV
calculated total energy = -10526.7750 eV
strongest force on any atom = 4.92 eV Å⁻¹
spin multiplicity = 1

XYZ file:
```
15
Properties=species:S:1:pos:R:3:forces:R:3
C 0.58905 0.73696 0.35703 -0.9 1.1 0.5
C 1.31473 -0.56826 0.25033 1.1 -0.8 -2.6
C -0.62782 0.00408 -0.39376 1.0 0.3 -1.4
C -2.00738 -0.08655 0.28618 1.5 -2.5 0.8
H 2.84318 1.66847 -0.27983 -4.9 0.5 0.0
H 0.32385 1.00775 1.40234 0.1 0.0 -0.6
H 1.98401 -0.41383 -0.59988 1.2 0.2 0.7
H 1.76499 -1.05926 1.11049 0.0 0.1 0.0
H 0.23326 -1.81965 -1.30666 0.6 1.2 1.6
H -0.76193 0.40626 -1.43728 0.0 -0.1 1.0
H -2.32828 -1.16615 0.11603 -0.5 1.5 -0.8
H -1.87224 -0.24760 1.42350 -0.5 1.7 -1.3
N 0.20924 -1.26560 -0.41021 -3.0 -0.1 0.4
O 1.17197 1.87396 -0.31639 3.8 -1.9 0.6
F -2.83664 0.92944 -0.20191 0.5 -1.2 1.1
```
Forces are in eV/Å.

***

[6]
This record from the Open Molecules 2025 dataset describes an isolated molecule of C4H8FNOS at a distorted geometry. The level of theory is ωB97M-V/def2-TZVPD.

Computed properties:
relative energy (zero: lowest compared OMol25 entry of this formula, charge and spin) = 1.540 eV
calculated total energy = -21366.1399 eV
strongest force on any atom = 1.41 eV Å⁻¹
spin multiplicity = 1

XYZ file:
```
16
Properties=species:S:1:pos:R:3:forces:R:3
C -2.79866 -0.92532 0.90688 0.3 -1.1 0.4
O -2.13126 -1.05297 -0.34438 -0.2 -0.2 0.7
C -1.79371 0.17181 -0.89680 0.9 -0.5 -0.7
S -0.66054 1.26544 -0.00772 0.3 -0.2 0.2
N 0.75298 0.30430 -0.16773 0.2 0.9 0.6
C 1.79943 0.64572 0.48159 -1.0 -0.6 0.6
C 2.93557 -0.33336 0.50208 0.6 0.7 -0.9
F 2.85472 -1.10364 -0.64717 0.3 -0.3 0.6
H -3.24261 -1.90947 1.16709 0.4 0.5 -0.3
H -2.04967 -0.67488 1.67334 -0.4 0.1 0.0
H -3.62435 -0.21235 0.90883 0.1 0.3 -0.2
H -2.69371 0.70179 -1.08229 -0.8 1.1 -0.1
H -1.30356 -0.02382 -1.85102 -0.1 -0.1 0.1
H 1.90620 1.48196 1.21021 -0.3 -0.3 -0.6
H 2.90827 -0.95576 1.41165 -0.1 0.0 -0.4
H 3.89889 0.21872 0.47693 -0.4 -0.4 0.1
```
Forces are in eV/Å.

***

| no. | gap between HOMO and LUMO (eV) | LUMO level (eV) |
| --- | --- | --- |
| 1 | 12.49 | 1.10 |
| 2 | 12.38 | 1.07 |
| 3 | 10.45 | 0.80 |
| 4 | 10.31 | 1.01 |
| 5 | 7.63 | -1.34 |
| 6 | 9.67 | 0.79 |